Entry from the OMol25 dataset: one molecule with the formula C15H24 (wB97M-V/def2-TZVPD).

Each atom is followed by the atoms it is bonded to, with distances in Å.
CARTESIAN COORDINATES (ANGSTROEM)
1 C 3.0023 0.6196 -2.7664  C2 1.486, H16 1.102, H17 1.088, H18 1.109
2 C 3.1024 0.2020 -1.3438  C1 1.486, C3 1.558, C4 1.533, C5 1.479
3 C 3.2315 -1.3445 -1.2055  C2 1.558, H19 1.119, H20 1.103, H21 1.117
4 C 4.2729 0.9196 -0.6610  C2 1.533, H22 1.103, H23 1.076, H24 1.092
5 C 1.8587 0.6777 -0.7013  C2 1.479, C6 1.230
6 C 0.7858 1.1084 -0.2801  C5 1.230, C7 1.477
7 C -0.5021 1.7303 0.0867  C6 1.477, C8 1.518, C9 1.503, C10 1.436
8 C -1.2332 2.3958 -1.0648  C7 1.518, H25 1.119, H26 1.116, H27 1.096
9 C -0.3266 2.7173 1.2071  C7 1.503, H28 1.105, H29 1.079, H30 1.079
10 C -1.3365 0.6352 0.4962  C7 1.436, C11 1.226
11 C -2.0423 -0.3018 0.8522  C10 1.226, C12 1.493
12 C -2.7261 -1.5484 1.3094  C11 1.493, C13 1.538, C14 1.561, C15 1.551
13 C -3.2660 -1.3788 2.7399  C12 1.538, H31 1.100, H32 1.120, H33 1.106
14 C -1.6130 -2.6421 1.3432  C12 1.561, H34 1.099, H35 1.078, H36 1.128
15 C -3.8966 -1.9165 0.3602  C12 1.551, H37 1.104, H38 1.073, H39 1.114
16 H 3.9841 0.3989 -3.2145  C1 1.102
17 H 2.7841 1.6711 -2.9400  C1 1.088
18 H 2.1920 0.0464 -3.2611  C1 1.109
19 H 4.1150 -1.7013 -1.7925  C3 1.119
20 H 2.3507 -1.8852 -1.5893  C3 1.103
21 H 3.3861 -1.6657 -0.1465  C3 1.117
22 H 4.4731 0.5349 0.3530  C4 1.103
23 H 4.0682 1.9756 -0.6214  C4 1.076
24 H 5.1794 0.7934 -1.2570  C4 1.092
25 H -1.2510 1.7467 -1.9758  C8 1.119
26 H -0.7022 3.3435 -1.3196  C8 1.116
27 H -2.2654 2.6342 -0.7843  C8 1.096
28 H 0.2855 3.5348 0.7847  C9 1.105
29 H -1.2595 3.1562 1.5265  C9 1.079
30 H 0.2021 2.3444 2.0703  C9 1.079
31 H -3.8336 -2.2646 3.0622  C13 1.100
32 H -3.9737 -0.5175 2.8518  C13 1.120
33 H -2.4432 -1.1890 3.4534  C13 1.106
34 H -2.0760 -3.6061 1.5955  C14 1.099
35 H -0.8565 -2.4279 2.0803  C14 1.078
36 H -1.0782 -2.7407 0.3554  C14 1.128
37 H -3.5766 -2.0589 -0.6872  C15 1.104
38 H -4.3094 -2.8457 0.7017  C15 1.073
39 H -4.7064 -1.1512 0.3825  C15 1.114

The SMILES is CC(C)(C)C#CC(C)(C)C#CC(C)(C)C. The value obtained for the LUMO energy is 0.8 eV. As for the charge: 0. Its HOMO-LUMO gap is 9.70 eV. Its energy relative to the best compared isomer or geometry (same formula, charge and spin) is 71.1 kcal per mole. Its multiplicity is 1.

Atomic partial charges in e from the natural (NBO) method, atoms 1 to 4:
1 C -0.5859
2 C -0.1646
3 C -0.5906
4 C -0.5847